# 1
34
Properties=species:S:1:pos:R:3:forces:R:3:mulliken_charge:R:1 method="wB97M-V/def2-TZVPD" charge=+3 homo_lumo_gap_ha="0.34020 / 0.15438" spin_multiplicity=5 s_squared=6.02 max_force_ev_per_a=6.660 relative_energy_kj_mol=150.6
C -2.146481 1.528087 2.928618 -0.706 0.129 0.676 -1.082
C -1.269952 1.124806 1.794231 1.721 2.453 1.659 0.728
H -1.839605 2.099708 3.783475 1.228 0.127 0.149 0.390
H -2.503155 0.568734 3.294601 -0.531 -0.132 0.255 0.294
H -2.997758 2.081332 2.513626 0.072 -0.366 0.128 0.398
O -0.055893 1.213554 1.687517 -1.545 -1.115 -0.592 -0.449
Cl -2.371577 0.740856 0.580507 -0.629 -1.685 -2.084 -0.095
Pt 1.742320 -1.172076 -1.521465 -1.472 -1.172 -2.205 0.846
P 0.568719 1.168032 -1.512622 -1.690 4.080 -1.646 0.516
C 2.119450 2.115629 -1.769453 1.374 -1.012 1.150 -1.114
C -0.100003 0.905885 -3.201337 -0.343 -1.577 0.534 -1.057
H -1.536882 2.268154 -0.901512 0.459 0.388 -0.390 0.399
H -0.487462 3.417416 -1.783281 0.344 -0.376 -0.090 0.531
H -0.176784 3.014850 -0.055595 0.065 0.040 -0.315 0.404
C -0.507596 2.625049 -1.024820 -0.284 -0.738 0.904 -1.366
H -1.076644 0.424667 -3.060665 0.077 0.082 -0.356 0.404
H -0.237757 1.854527 -3.723837 0.237 0.152 0.158 0.406
H 1.932403 3.044798 -2.331843 -0.380 -0.400 -0.014 0.435
H 2.855028 1.468664 -2.265546 0.042 0.509 -0.026 0.459
H 0.562688 0.211064 -3.721770 -0.198 0.246 -0.370 0.432
H 2.485471 2.366629 -0.758464 0.106 0.103 -0.440 0.423
C 2.883377 -0.636679 -0.182338 5.136 1.290 4.040 0.402
O 3.727710 -0.349560 0.541612 -2.780 -0.758 -2.076 -0.205
Cl 1.678486 -2.751322 -3.140089 0.056 0.454 0.388 0.010
C 0.126227 -3.812564 0.417897 0.228 -0.233 -0.944 -0.801
S 0.339177 -2.224441 1.185616 -1.117 -1.053 1.300 0.896
C -1.158500 -2.175897 2.185805 -0.186 0.476 0.281 -1.221
O 1.514840 -2.285339 2.089093 0.280 0.374 -0.228 -0.310
H -0.944122 -3.970087 0.262393 0.068 0.104 -0.042 0.431
H 0.532863 -4.563909 1.096285 0.075 0.020 0.043 0.430
H 0.653823 -3.796802 -0.539335 -0.057 -0.329 0.223 0.145
H -1.415006 -3.206745 2.453682 0.189 0.127 -0.003 0.564
H -0.935109 -1.580180 3.073604 0.046 -0.058 -0.034 0.385
H -1.962296 -1.716841 1.605408 0.115 -0.147 -0.033 0.374

# 2
35
Properties=species:S:1:pos:R:3:forces:R:3:mulliken_charge:R:1 method="wB97M-V/def2-TZVPD" charge=+2 homo_lumo_gap_ha="0.30743 / 0.31031" spin_multiplicity=5 s_squared=6.01 max_force_ev_per_a=5.052 relative_energy_kj_mol=0.0
C 4.441129 -4.285147 -2.622246 -0.070 -0.458 0.921 -0.840
C 4.042806 -2.949117 -3.053520 1.225 2.282 -4.338 0.508
H 5.186189 -4.714443 -3.298655 -0.156 0.374 -0.206 0.338
H 3.551950 -4.920159 -2.583967 0.016 0.066 0.057 0.342
H 4.859410 -4.210391 -1.616044 -0.089 -0.091 -0.030 0.369
O 4.167304 -2.224302 -3.967707 -0.935 -2.168 3.752 -0.211
I 2.752114 -1.995229 -0.986397 0.802 -0.354 -0.539 0.067
Pm 0.440872 -0.752688 0.278754 -0.154 -0.200 1.529 1.016
P -1.627644 -1.158515 -1.540621 -1.382 -1.100 -0.481 0.690
C -2.729104 -0.224117 -2.625838 0.073 0.487 -0.150 -1.204
C -1.167004 -2.565790 -2.612082 0.193 -0.016 0.128 -1.253
H -2.260045 -2.443379 0.453944 -0.298 0.080 -0.245 0.404
H -3.499937 -2.503267 -0.851366 0.001 0.064 0.231 0.405
H -3.341704 -1.045137 0.182852 0.112 -0.228 -0.131 0.369
C -2.795624 -1.861247 -0.311269 0.123 -0.081 0.021 -1.199
H -0.528610 -3.280030 -2.073680 -0.201 0.107 -0.196 0.330
H -2.091107 -3.057030 -2.935074 0.212 -0.032 -0.009 0.414
H -3.475816 -0.898147 -3.064508 0.173 0.140 0.150 0.397
H -2.141995 0.236360 -3.430051 -0.244 -0.044 0.099 0.398
H -0.625134 -2.181017 -3.486846 -0.128 -0.161 0.206 0.358
H -3.234729 0.563008 -2.053935 0.055 -0.121 -0.207 0.385
C -0.228340 1.234568 -1.375207 -0.597 4.360 -1.838 0.229
O -0.596393 2.168428 -1.944656 1.074 -3.438 1.822 -0.146
Cl -0.110739 -2.496667 2.100018 0.207 0.421 -0.573 -0.474
C -2.288415 2.199993 2.777227 -0.167 0.287 0.021 -0.703
N -1.163507 1.709078 3.559826 0.432 -0.334 -0.286 -0.178
C -0.179120 0.937213 3.100055 0.667 -0.189 0.676 0.682
N 0.643452 0.364060 4.023990 -0.539 0.093 -0.776 -0.402
O 0.060950 0.760354 1.847286 -0.497 0.152 0.454 -0.569
H -2.192078 1.848060 1.753583 0.034 0.007 0.041 0.188
H -2.314568 3.293120 2.772553 0.039 -0.182 0.006 0.304
H -3.224100 1.821893 3.200696 0.183 0.059 -0.081 0.322
H -1.136515 1.899239 4.554838 -0.243 -0.018 -0.217 0.213
H 1.204221 -0.422025 3.700392 -0.197 0.367 0.260 0.222
H 0.284935 0.302079 4.967823 0.277 -0.132 -0.072 0.228

Please write out number 2 again, unchanged.
35
Properties=species:S:1:pos:R:3:forces:R:3:mulliken_charge:R:1 method="wB97M-V/def2-TZVPD" charge=+2 homo_lumo_gap_ha="0.30743 / 0.31031" spin_multiplicity=5 s_squared=6.01 max_force_ev_per_a=5.052 relative_energy_kj_mol=0.0
C 4.441129 -4.285147 -2.622246 -0.070 -0.458 0.921 -0.840
C 4.042806 -2.949117 -3.053520 1.225 2.282 -4.338 0.508
H 5.186189 -4.714443 -3.298655 -0.156 0.374 -0.206 0.338
H 3.551950 -4.920159 -2.583967 0.016 0.066 0.057 0.342
H 4.859410 -4.210391 -1.616044 -0.089 -0.091 -0.030 0.369
O 4.167304 -2.224302 -3.967707 -0.935 -2.168 3.752 -0.211
I 2.752114 -1.995229 -0.986397 0.802 -0.354 -0.539 0.067
Pm 0.440872 -0.752688 0.278754 -0.154 -0.200 1.529 1.016
P -1.627644 -1.158515 -1.540621 -1.382 -1.100 -0.481 0.690
C -2.729104 -0.224117 -2.625838 0.073 0.487 -0.150 -1.204
C -1.167004 -2.565790 -2.612082 0.193 -0.016 0.128 -1.253
H -2.260045 -2.443379 0.453944 -0.298 0.080 -0.245 0.404
H -3.499937 -2.503267 -0.851366 0.001 0.064 0.231 0.405
H -3.341704 -1.045137 0.182852 0.112 -0.228 -0.131 0.369
C -2.795624 -1.861247 -0.311269 0.123 -0.081 0.021 -1.199
H -0.528610 -3.280030 -2.073680 -0.201 0.107 -0.196 0.330
H -2.091107 -3.057030 -2.935074 0.212 -0.032 -0.009 0.414
H -3.475816 -0.898147 -3.064508 0.173 0.140 0.150 0.397
H -2.141995 0.236360 -3.430051 -0.244 -0.044 0.099 0.398
H -0.625134 -2.181017 -3.486846 -0.128 -0.161 0.206 0.358
H -3.234729 0.563008 -2.053935 0.055 -0.121 -0.207 0.385
C -0.228340 1.234568 -1.375207 -0.597 4.360 -1.838 0.229
O -0.596393 2.168428 -1.944656 1.074 -3.438 1.822 -0.146
Cl -0.110739 -2.496667 2.100018 0.207 0.421 -0.573 -0.474
C -2.288415 2.199993 2.777227 -0.167 0.287 0.021 -0.703
N -1.163507 1.709078 3.559826 0.432 -0.334 -0.286 -0.178
C -0.179120 0.937213 3.100055 0.667 -0.189 0.676 0.682
N 0.643452 0.364060 4.023990 -0.539 0.093 -0.776 -0.402
O 0.060950 0.760354 1.847286 -0.497 0.152 0.454 -0.569
H -2.192078 1.848060 1.753583 0.034 0.007 0.041 0.188
H -2.314568 3.293120 2.772553 0.039 -0.182 0.006 0.304
H -3.224100 1.821893 3.200696 0.183 0.059 -0.081 0.322
H -1.136515 1.899239 4.554838 -0.243 -0.018 -0.217 0.213
H 1.204221 -0.422025 3.700392 -0.197 0.367 0.260 0.222
H 0.284935 0.302079 4.967823 0.277 -0.132 -0.072 0.228